[1]
Entry from OMol25: a cluster of 12 separate species, C28H80O12 in total (wB97M-V/def2-TZVPD).

```
120
Properties=species:S:1:pos:R:3
C -7.673 -5.612 3.212
C -8.334 -5.619 4.621
C -9.474 -6.633 4.703
O -7.451 -6.062 5.597
H -8.418 -5.403 2.444
H -7.236 -6.574 2.944
H -6.856 -4.891 3.242
H -8.718 -4.606 4.741
H -9.909 -6.623 5.702
H -9.253 -7.650 4.378
H -10.274 -6.400 4.000
H -7.958 -6.204 6.399
C 9.459 -1.471 -5.013
C 9.001 -0.780 -3.731
C 7.979 0.375 -4.036
O 8.356 -1.686 -2.812
H 10.056 -0.792 -5.621
H 8.553 -1.745 -5.554
H 10.113 -2.328 -4.853
H 9.910 -0.378 -3.283
H 8.390 1.155 -4.676
H 7.672 0.809 -3.084
H 7.101 0.010 -4.569
H 7.576 -2.019 -3.262
C 4.753 -3.120 5.656
C 5.314 -4.564 5.797
C 5.040 -5.400 4.557
O 6.706 -4.539 6.006
H 4.660 -2.679 6.648
H 3.848 -3.097 5.048
H 5.487 -2.515 5.123
H 4.819 -5.130 6.587
H 5.402 -6.427 4.599
H 5.398 -4.899 3.658
H 3.963 -5.278 4.443
H 7.159 -4.565 5.160
C -0.624 1.046 -0.246
C -0.236 -0.405 0.001
C 1.283 -0.605 0.123
O -0.851 -0.769 1.248
H -0.135 1.394 -1.156
H -0.417 1.670 0.623
H -1.690 1.118 -0.461
H -0.631 -0.995 -0.826
H 1.759 -0.528 -0.855
H 1.622 -1.587 0.452
H 1.740 0.112 0.804
H -0.728 -1.706 1.414
C 2.402 7.226 -1.272
C 3.931 6.959 -1.086
C 4.201 5.694 -0.191
O 4.579 6.779 -2.368
H 2.122 7.995 -1.992
H 1.970 7.512 -0.313
H 1.985 6.267 -1.576
H 4.387 7.839 -0.631
H 3.768 4.784 -0.607
H 3.793 5.905 0.797
H 5.274 5.511 -0.124
H 5.481 6.554 -2.128
C -3.046 -0.950 7.976
C -4.268 -0.827 7.104
C -5.532 -0.706 7.934
O -4.080 0.362 6.366
H -3.039 -1.887 8.533
H -3.065 -0.100 8.659
H -2.108 -0.847 7.431
H -4.348 -1.646 6.389
H -6.393 -0.586 7.277
H -5.455 0.165 8.585
H -5.664 -1.571 8.584
H -3.526 0.235 5.592
C -5.505 6.636 3.145
C -6.271 6.872 4.425
C -7.313 7.916 4.242
O -6.980 5.753 4.960
H -4.705 5.920 3.336
H -5.075 7.554 2.744
H -6.216 6.163 2.469
H -5.553 7.082 5.218
H -8.052 7.725 3.464
H -6.900 8.906 4.047
H -7.948 8.112 5.106
H -6.334 5.055 4.825
C 1.841 6.776 -8.442
C 2.426 5.356 -8.300
C 3.916 5.338 -8.665
O 2.325 4.792 -7.027
H 0.753 6.800 -8.385
H 2.081 7.241 -9.398
H 2.211 7.471 -7.688
H 1.909 4.690 -8.990
H 4.047 5.487 -9.737
H 4.349 4.366 -8.431
H 4.529 6.099 -8.182
H 2.851 5.254 -6.371
C -1.354 -6.780 0.344
O -1.154 -6.262 1.655
H -0.376 -7.022 -0.071
H -1.950 -7.676 0.516
H -1.839 -6.039 -0.291
H -1.501 -6.938 2.242
C -5.372 -1.716 -4.284
O -5.359 -1.246 -5.607
H -4.936 -0.979 -3.610
H -6.330 -2.098 -3.931
H -4.662 -2.543 -4.284
H -4.518 -0.845 -5.837
C -0.319 -1.158 -7.784
O -0.906 0.096 -7.405
H 0.429 -1.035 -8.567
H 0.201 -1.601 -6.935
H -1.089 -1.798 -8.215
H -0.200 0.719 -7.220
C 4.208 -5.947 -3.693
O 4.158 -4.740 -4.426
H 3.561 -6.742 -4.066
H 5.217 -6.359 -3.724
H 3.963 -5.743 -2.651
H 4.124 -4.982 -5.354
```

The calculation puts the energy relative to the best compared isomer or geometry (same formula, charge and spin) at 3.976 eV. The value obtained for the gap between HOMO and LUMO is 10.17 eV. The value obtained for the HOMO energy is -10.0 eV. The LUMO energy comes out at 0.1 eV.



[2]
Entry from OMol25: a cluster of 12 separate species, C28H80O12 in total (wB97M-V/def2-TZVPD).

```
120
Properties=species:S:1:pos:R:3
C -3.837 0.092 0.491
C -3.653 0.396 -1.022
C -4.711 -0.285 -1.863
O -3.590 1.649 -1.230
H -3.561 -0.894 0.948
H -4.979 0.072 0.628
H -3.403 0.915 1.043
H -2.687 -0.172 -1.196
H -4.720 -1.299 -1.604
H -4.562 -0.116 -2.978
H -5.719 0.096 -1.680
H -3.116 1.809 -2.019
C -2.257 1.580 4.068
C -2.039 0.143 4.263
C -3.331 -0.652 4.142
O -1.135 -0.360 3.504
H -2.688 1.995 4.981
H -2.843 1.847 3.234
H -1.236 2.053 3.841
H -1.835 0.015 5.299
H -3.671 -0.768 3.115
H -4.096 -0.389 4.849
H -3.133 -1.644 4.390
H -0.350 0.080 3.871
C 0.641 2.000 1.314
C -0.170 1.086 0.403
C 0.563 0.865 -0.951
O -0.580 -0.037 0.812
H 1.640 1.579 1.441
H 0.282 2.158 2.306
H 0.677 3.010 0.887
H -1.132 1.520 0.117
H -0.061 0.370 -1.650
H 1.410 0.135 -0.885
H 0.818 1.767 -1.471
H -0.995 0.110 1.604
C -1.641 -3.216 1.547
C -2.811 -4.204 1.894
C -4.161 -3.650 1.453
O -2.714 -5.242 1.125
H -1.663 -2.962 0.537
H -0.717 -3.687 1.699
H -1.742 -2.331 2.182
H -2.750 -4.577 2.967
H -4.935 -4.434 1.586
H -4.147 -3.270 0.441
H -4.397 -2.794 2.057
H -2.180 -5.925 1.544
C 1.684 -2.919 2.711
C 2.564 -1.946 2.054
C 3.932 -2.537 1.768
O 2.144 -1.495 0.941
H 1.514 -3.744 2.072
H 0.765 -2.432 3.111
H 2.078 -3.442 3.585
H 2.754 -1.105 2.685
H 4.610 -1.685 1.517
H 3.934 -3.359 1.022
H 4.181 -3.071 2.610
H 1.246 -1.115 0.992
C 3.863 -3.065 -2.493
C 2.538 -2.348 -2.783
C 2.873 -0.930 -3.325
O 1.738 -2.950 -3.454
H 4.372 -2.584 -1.656
H 4.408 -3.010 -3.402
H 3.646 -4.132 -2.218
H 2.068 -2.195 -1.825
H 1.921 -0.426 -3.372
H 3.416 -0.837 -4.267
H 3.307 -0.440 -2.454
H 1.947 -3.870 -3.164
C -0.841 2.502 -5.383
C -0.943 1.968 -3.925
C -0.945 3.176 -3.037
O -1.883 1.224 -3.567
H -1.336 3.364 -5.656
H -1.335 1.759 -6.054
H 0.243 2.497 -5.635
H 0.005 1.384 -3.719
H -0.952 2.935 -1.974
H -1.813 3.774 -3.343
H -0.138 3.859 -3.311
H -1.498 0.363 -3.705
C 4.703 1.611 1.269
C 4.426 1.165 -0.166
C 5.311 2.036 -1.144
O 4.694 -0.023 -0.431
H 4.162 2.568 1.570
H 5.779 1.687 1.389
H 4.415 0.896 2.116
H 3.352 1.218 -0.405
H 4.953 3.094 -1.152
H 5.169 1.726 -2.181
H 6.330 1.944 -0.915
H 3.968 -0.585 -0.104
C 2.065 1.775 4.517
O 1.308 0.645 4.225
H 1.630 2.448 5.287
H 2.327 2.407 3.627
H 2.996 1.473 5.114
H 1.507 -0.038 4.843
C -1.400 -1.960 -2.614
O -0.674 -1.235 -3.568
H -1.423 -2.909 -2.890
H -2.419 -1.530 -2.579
H -1.047 -2.043 -1.563
H 0.231 -1.377 -3.423
C 2.701 3.153 -3.407
O 2.391 1.881 -3.978
H 2.602 3.013 -2.285
H 2.033 3.988 -3.731
H 3.747 3.402 -3.617
H 3.185 1.369 -4.123
C -4.787 3.611 1.344
O -3.465 3.404 0.963
H -4.885 3.733 2.426
H -5.393 2.724 1.088
H -5.270 4.463 0.763
H -3.373 2.669 0.352
```

The calculation puts the energy relative to the best compared isomer or geometry (same formula, charge and spin) at 9.306 eV. The value obtained for the gap between HOMO and LUMO is 9.65 eV. The value obtained for the HOMO energy is -9.4 eV. The LUMO energy comes out at 0.2 eV.



[3]
Entry from OMol25: a structure of composition C28H80O13V (wB97M-V/def2-TZVPD).

```
122
Properties=species:S:1:pos:R:3
V -7.596 4.045 11.143
C -9.317 1.734 8.889
C -8.553 2.865 8.160
C -9.415 3.381 7.045
O -8.053 3.948 8.961
H -9.790 1.034 8.201
H -10.138 2.155 9.469
H -8.633 1.101 9.454
H -7.685 2.350 7.750
H -9.799 2.632 6.352
H -8.947 4.146 6.426
H -10.323 3.862 7.409
C -10.049 1.228 13.996
C -9.882 2.149 12.831
C -11.235 2.852 12.503
O -8.687 2.889 12.835
H -11.104 0.978 14.112
H -9.777 1.777 14.897
H -9.444 0.330 13.872
H -9.811 1.510 11.950
H -11.074 3.485 11.631
H -11.558 3.597 13.229
H -12.056 2.183 12.245
C -14.458 0.685 14.006
C -14.006 -0.086 15.229
O -14.043 0.707 16.387
H -15.422 1.152 14.209
H -14.488 0.048 13.122
H -13.776 1.522 13.858
H -12.985 -0.448 15.107
H -14.584 -0.988 15.425
H -13.820 0.179 17.158
C -9.767 1.193 18.274
C -8.294 1.156 17.813
O -7.542 0.071 18.253
H -10.288 0.289 17.957
H -10.392 1.949 17.799
H -9.851 1.227 19.360
H -7.754 2.052 18.118
H -8.290 1.127 16.723
H -6.601 0.247 18.177
C -5.213 0.873 9.670
C -4.939 2.180 10.429
O -6.091 2.453 11.245
H -4.395 0.694 8.972
H -6.109 0.876 9.049
H -5.287 0.066 10.399
H -4.747 2.976 9.710
H -4.035 2.036 11.021
H -6.037 1.809 11.954
C -12.665 0.857 9.251
C -13.945 0.407 9.845
O -14.995 0.899 9.108
H -12.525 0.641 8.192
H -11.856 0.402 9.823
H -12.543 1.931 9.393
H -14.030 0.635 10.908
H -14.000 -0.681 9.828
H -15.844 0.686 9.504
C -7.006 -2.290 14.842
C -6.732 -2.984 16.100
O -7.257 -4.296 16.147
H -8.077 -2.088 14.828
H -6.710 -2.888 13.980
H -6.529 -1.311 14.888
H -7.114 -2.373 16.917
H -5.670 -3.073 16.327
H -7.721 -4.456 16.972
C -8.693 7.780 12.287
C -9.575 6.529 12.348
O -9.193 5.625 11.340
H -7.705 7.568 12.695
H -9.166 8.524 12.929
H -8.594 8.123 11.257
H -10.603 6.871 12.228
H -9.572 6.052 13.328
H -9.601 5.968 10.542
C -8.097 5.391 17.207
C -7.962 4.705 15.811
O -9.212 4.499 15.264
H -8.793 6.230 17.210
H -7.122 5.804 17.463
H -8.341 4.608 17.925
H -7.458 3.738 15.828
H -7.346 5.302 15.139
H -8.964 3.952 14.516
C -13.225 4.908 9.622
C -13.574 6.007 10.682
O -13.303 7.218 10.105
H -13.927 4.944 8.789
H -13.169 3.901 10.036
H -12.215 4.965 9.217
H -12.951 5.813 11.555
H -14.629 5.865 10.916
H -13.535 7.900 10.738
C -4.188 0.743 14.008
C -5.479 1.447 14.201
O -6.467 0.809 13.398
H -4.197 -0.319 14.251
H -3.515 1.307 14.654
H -3.900 0.763 12.957
H -5.391 2.492 13.902
H -5.812 1.366 15.236
H -7.263 1.340 13.482
C -12.953 4.979 15.522
C -12.471 3.947 16.577
O -11.250 4.432 17.175
H -13.905 4.713 15.063
H -12.213 5.203 14.754
H -13.140 5.971 15.933
H -12.342 3.006 16.042
H -13.205 3.749 17.358
H -10.577 4.428 16.491
C -9.350 -1.552 11.577
C -10.642 -1.835 12.350
O -11.306 -2.931 11.784
H -8.791 -0.762 12.080
H -9.597 -1.228 10.566
H -8.730 -2.448 11.543
H -11.253 -0.933 12.381
H -10.253 -2.040 13.347
H -12.080 -3.093 12.327
```

The expectation value of S² is 6.02. Its total charge is +1. The value obtained for the gap between HOMO and LUMO (spin up / spin down) is 7.75 / 4.13 eV. The spin multiplicity is 5. The value obtained for the HOMO energy (spin up / spin down) is -11.1 / -11.3 eV. The LUMO energy (spin up / spin down) comes out at -3.4 / -7.2 eV.



[4]
Entry from OMol25: a structure of composition C28H81F2N8O13PbS2 (wB97M-V/def2-TZVPD).

```
135
Properties=species:S:1:pos:R:3
Pb -2.873 -1.585 1.802
N -1.039 -0.361 0.864
S 0.386 -0.368 1.440
O 0.722 0.203 2.716
O 1.465 -0.643 0.521
F 0.174 -1.851 2.050
S -0.812 1.353 0.659
O -0.122 1.908 -0.503
O -0.851 2.184 1.874
F -2.388 1.472 0.177
O -4.092 0.699 2.203
H -4.152 1.114 3.063
H -4.998 0.653 1.896
O -0.913 1.787 4.856
H -0.564 2.082 4.015
H -0.247 2.039 5.495
C -1.044 -1.582 6.230
C -1.221 -1.854 4.751
C -1.788 -3.318 4.671
O -2.098 -3.715 3.336
C -2.581 -5.060 3.360
N -2.062 -0.860 4.144
H -0.790 -0.528 6.344
H -0.312 -2.253 6.679
H -1.911 -1.595 6.890
H -0.267 -1.760 4.233
H -2.677 -3.478 5.281
H -1.001 -3.938 5.100
H -1.796 -5.781 3.589
H -2.997 -5.283 2.378
H -3.376 -5.152 4.101
H -2.881 -0.725 4.720
H -1.646 0.053 4.256
C -1.213 6.266 -0.092
C -1.547 4.868 -0.522
C -2.916 4.716 -1.186
O -3.030 5.632 -2.312
C -4.388 5.951 -2.657
N -0.523 4.474 -1.397
H -1.003 6.843 -0.993
H -0.349 6.342 0.568
H -2.146 6.607 0.357
H -1.482 4.228 0.358
H -3.654 4.920 -0.410
H -3.161 3.665 -1.346
H -4.861 6.248 -1.721
H -4.947 5.041 -2.874
H -4.482 6.632 -3.502
H -0.417 3.472 -1.472
H -0.773 4.783 -2.325
C 3.663 3.329 -4.575
C 2.364 2.864 -3.884
C 1.888 1.447 -4.233
O 1.782 1.302 -5.678
C 1.149 0.044 -6.110
N 2.637 2.952 -2.472
H 3.984 4.345 -4.347
H 3.416 3.266 -5.635
H 4.534 2.695 -4.411
H 1.513 3.483 -4.170
H 0.840 1.387 -3.938
H 2.555 0.719 -3.772
H 0.189 0.131 -5.600
H 1.736 -0.814 -5.782
H 0.937 -0.017 -7.177
H 1.902 2.401 -2.052
H 2.322 3.835 -2.096
C 5.347 1.037 0.291
C 4.092 1.850 0.439
C 3.611 2.096 1.887
O 2.432 2.840 1.856
C 2.054 3.579 3.004
N 4.416 3.040 -0.249
H 5.790 1.126 -0.701
H 5.214 -0.019 0.525
H 6.121 1.323 1.003
H 3.315 1.331 -0.122
H 4.412 2.616 2.413
H 3.575 1.126 2.382
H 2.830 4.292 3.283
H 1.933 2.941 3.880
H 1.196 4.238 2.867
H 3.702 3.724 -0.043
H 4.321 2.790 -1.223
C -3.814 0.701 -2.622
C -4.458 0.068 -1.414
C -5.862 -0.526 -1.755
O -6.804 0.451 -2.294
C -8.127 -0.004 -2.554
N -3.561 -0.979 -0.885
H -3.378 -0.019 -3.315
H -3.024 1.375 -2.289
H -4.483 1.374 -3.160
H -4.687 0.855 -0.696
H -6.276 -1.083 -0.914
H -5.721 -1.249 -2.558
H -8.759 0.797 -2.938
H -8.486 -0.550 -1.681
H -7.987 -0.850 -3.226
H -2.672 -0.572 -0.633
H -3.254 -1.686 -1.538
C 0.199 -1.360 -2.578
C 0.890 -2.460 -3.401
C 1.824 -3.285 -2.470
O 3.020 -2.601 -2.149
C 3.976 -3.385 -1.502
N -0.149 -3.232 -4.088
H 0.887 -0.570 -2.277
H -0.314 -1.740 -1.695
H -0.623 -0.909 -3.134
H 1.515 -2.026 -4.182
H 2.069 -4.213 -2.987
H 1.359 -3.544 -1.518
H 4.926 -2.856 -1.419
H 4.071 -4.383 -1.930
H 3.552 -3.652 -0.534
H 0.479 -3.724 -4.708
H -0.734 -2.620 -4.638
C 3.467 -6.563 1.979
C 2.775 -5.584 2.898
C 2.860 -4.100 2.313
O 4.267 -3.726 2.258
C 4.416 -2.292 2.143
N 1.469 -5.953 3.272
H 3.513 -6.312 0.920
H 3.112 -7.586 2.099
H 4.544 -6.519 2.139
H 3.320 -5.653 3.839
H 2.295 -3.378 2.902
H 2.291 -4.026 1.386
H 4.060 -1.857 3.077
H 3.879 -1.805 1.329
H 5.490 -2.126 2.055
H 1.463 -6.662 3.991
H 1.060 -5.242 3.861
```

The calculation puts the energy relative to the best compared isomer or geometry (same formula, charge and spin) at 3.878 eV. Its total charge is +1. The value obtained for the gap between HOMO and LUMO is 4.55 eV. The value obtained for the HOMO energy is -9.7 eV. The LUMO energy comes out at -5.2 eV.



What did we get for max |F|? Answer: 0.0526 0.2584 0.0615 0.2261 hartree/bohr, in the order shown.